Entry 1:
66
Properties=species:S:1:pos:R:3:forces:R:3 method="wB97M-V/def2-TZVPD" homo_lumo_gap_ev=7.57 total_charge=-1 homo_energy_ev=-5.32
Br -5.0826 -2.7621 -0.6496 0.1 -0.2 0.0
Br -1.7966 -5.9167 -1.6017 -0.3 0.3 0.1
V 0.5770 -2.2558 0.4501 0.9 -1.4 -1.3
V -1.0338 0.7443 -0.9958 -1.6 -0.7 0.7
Cl -5.9917 -1.2774 2.7326 -0.1 0.0 0.0
Cl -3.6755 -0.0073 4.0056 -0.1 -0.1 0.1
O -1.1583 2.1062 -0.2394 0.1 0.6 0.1
O 1.8699 -1.6847 1.2110 -0.8 -0.4 -0.1
O -0.2213 -1.3691 -1.5629 0.4 -0.2 1.8
O -2.5359 0.4616 -1.5174 1.7 0.2 0.1
O 1.7980 -3.5048 -0.9301 -2.0 2.4 1.3
O -0.1389 -3.4152 1.2930 0.7 0.8 -0.5
O 0.7957 2.4093 3.9096 0.3 -0.6 0.2
O -0.5170 2.0483 -2.8036 0.9 -0.9 0.2
N 3.2258 0.9277 1.5375 0.5 0.2 -0.6
N 1.3713 1.1127 -0.7316 -0.7 -0.5 -1.5
C 1.6584 2.2034 -1.6540 -0.6 1.2 0.2
C 0.6562 -1.9165 -2.5108 0.7 0.7 -0.1
C 1.2331 1.6569 2.7968 -0.4 0.1 -0.9
C -4.2486 -0.9903 2.6377 0.3 0.2 0.2
C 0.9042 2.0957 -2.9776 0.7 -0.9 0.1
C 3.2161 3.1763 2.4234 -0.4 1.2 0.4
C -2.7048 -4.2251 -1.2136 0.1 0.6 0.1
C -1.1690 1.7370 -4.0268 -1.1 -0.6 0.1
C 1.2424 -3.2851 -2.1830 0.1 -1.2 -0.3
C -4.1539 -4.4644 -0.8589 0.4 -0.2 -0.1
C -0.5804 2.1964 4.1435 -0.4 1.2 0.2
C 3.1500 2.3784 -1.9037 0.3 0.3 0.2
C 2.7354 1.7635 2.6381 0.9 -0.7 0.7
B -1.0733 -0.5510 1.3015 -0.9 0.0 0.8
H -2.1630 -3.7467 -0.4013 0.1 -0.2 0.1
H -0.7921 2.5401 5.1589 0.1 -0.5 0.2
H 4.2868 3.3518 2.2940 0.1 -0.6 -0.2
H 3.2817 -0.0727 1.7094 -0.8 0.0 0.2
H -4.6439 -5.0083 -1.6603 -0.2 0.0 0.1
H -2.2318 1.8052 -3.7968 0.0 0.4 -0.2
H 0.4742 -4.0439 -2.4305 -0.2 0.1 0.2
H -4.0047 -0.4300 1.7438 -0.1 -0.2 -0.1
H 2.6802 3.6397 1.5880 0.1 -0.1 -0.2
H -2.6170 -3.5633 -2.0716 0.1 -0.3 -0.2
H 1.2766 1.1640 -3.4311 -0.4 0.0 -0.3
H 0.9800 0.5925 2.8643 -0.1 0.0 0.3
H -1.7876 0.3921 1.2299 -0.4 0.4 -0.3
H 3.5368 1.6674 -2.6385 -0.1 0.1 -0.1
H -0.0548 -0.2983 0.8551 2.1 0.8 -0.8
H -1.1864 2.8904 3.5432 0.1 -0.3 -0.4
H 2.0430 -3.4966 -2.9168 -0.1 0.3 -0.3
H 1.2201 3.0959 -1.1897 0.4 0.1 0.2
H 1.1377 2.9130 -3.6636 0.1 0.1 0.2
H 1.6721 0.2356 -1.1594 0.3 0.0 0.3
H -0.8668 2.3985 -4.8389 0.0 0.2 0.2
H 3.4099 3.4025 -2.1816 -0.1 -0.1 -0.3
H 1.9333 1.2457 0.1218 -0.2 -0.4 0.0
H 3.7117 2.1894 -0.9879 -0.2 -0.1 0.1
H -0.9166 1.1769 3.9605 0.1 -0.1 0.1
H 4.1917 1.1765 1.3491 -0.1 0.3 0.0
H -1.0553 0.6947 -4.3430 0.6 0.0 0.2
H 2.9738 3.8048 3.2853 -0.2 -0.2 0.0
H -0.9108 -0.8502 2.4310 0.1 0.1 0.6
H 3.1365 1.3449 3.5734 0.1 0.4 0.2
H 0.6865 2.0254 1.9140 0.2 0.0 -0.2
H 1.5193 -1.2279 -2.6176 0.0 0.0 -0.3
H 0.1723 -2.0165 -3.4946 0.0 0.2 -0.1
H -4.2156 -5.0000 0.0833 -0.2 0.0 0.0
H -1.4941 -1.4421 0.7218 -1.0 -1.5 -0.9
H -3.7357 -1.9427 2.6767 0.0 0.0 -0.1

=====

Entry 2:
56
Properties=species:S:1:pos:R:3:forces:R:3 method="wB97M-V/def2-TZVPD" multiplicity=2 homo_lumo_gap_ev="9.74 / 5.32" s2=0.752 relative_energy_ev=0.6033 total_charge=+3 homo_energy_ev="-18.04 / -18.04"
Br 0.5562 -2.2531 -0.1268 0.0 -0.1 0.0
O 3.8492 -1.1327 0.9407 1.5 -2.9 -1.6
O -2.0815 -0.3727 -0.9820 -0.9 0.7 -0.4
O 3.9035 2.9020 1.0060 -0.5 -0.6 -0.7
N 3.6862 -3.4147 0.4120 1.9 0.7 -0.3
N 1.1319 2.1895 0.8583 0.7 -0.7 -0.1
N -4.9191 -0.4209 -0.8192 -1.1 -1.0 0.0
C 1.8398 1.6367 -0.4805 -1.2 1.2 1.3
C -4.1957 0.1222 -2.0942 -0.6 0.5 2.4
C 3.1489 3.0066 2.1950 0.8 1.0 0.5
C -2.7445 -0.1986 -2.2708 1.9 -1.6 -0.1
C 0.5391 3.6495 0.6646 0.4 -1.3 1.7
C 6.0348 -2.0401 0.1624 -1.3 -0.2 1.2
C -4.7123 -1.9401 -0.6388 -0.6 0.6 0.1
C 4.4841 -2.0782 0.4826 0.0 2.1 0.7
C -0.0760 1.2831 1.0676 -0.1 1.3 -0.8
C 3.7189 -4.0681 -0.9654 -0.2 1.0 0.4
C 2.0169 1.9916 2.1469 0.7 1.0 -1.2
C -6.4554 -0.2094 -1.1297 1.1 0.0 2.1
C -4.6988 0.3588 0.5074 0.5 -1.1 -1.2
H 3.8124 2.8579 3.0470 -0.3 -0.7 0.3
H -0.1710 3.5823 -0.1596 0.4 0.3 0.1
H 1.2298 4.4922 0.6944 0.7 -0.6 -1.0
H 2.8635 4.0466 2.3529 -0.7 0.1 -0.2
H 4.0758 -3.9871 1.1472 0.4 -0.7 0.3
H 0.1250 0.2181 0.9519 0.4 0.3 0.0
H -6.5664 0.8746 -1.1568 -0.3 -0.2 -0.8
H 1.0046 1.4695 -1.1607 0.0 -0.2 0.0
H -3.6921 0.1580 0.8738 -0.2 -0.2 -0.1
H 6.2891 -1.2627 0.8829 0.5 0.2 -0.5
H 3.3236 -3.2512 -1.5691 -0.5 -0.7 -0.5
H 2.7656 -3.1506 0.7326 -0.7 0.0 -0.2
H 2.5461 1.0406 2.0867 -0.6 -0.3 -0.3
H 1.3562 2.0020 3.0138 0.1 0.3 -0.1
H 6.4028 -1.8439 -0.8447 -0.8 0.5 -0.2
H -5.5351 -2.4510 -0.1387 -0.8 0.7 -0.3
H 4.8099 3.2098 1.0785 0.0 0.2 0.4
H -1.2527 -0.8490 -1.0698 -0.1 -0.1 -0.4
H -4.7769 1.4310 0.3275 -0.4 -0.2 0.0
H -4.2285 1.1750 -1.8138 -0.5 0.3 -1.0
H -0.5526 1.4658 2.0307 0.2 0.1 -0.1
H -0.7215 1.6384 0.2644 -0.5 -0.7 0.2
H -6.8915 -0.8548 -1.8921 0.6 0.4 -0.4
H -5.4590 -0.0737 1.1580 0.2 0.5 0.2
H 3.1430 -4.9920 -0.9126 0.0 0.3 -0.3
H -4.6718 -2.2901 -1.6703 0.6 -0.5 0.4
H -2.5391 -1.0636 -2.9015 -0.6 -0.7 0.3
H -6.9128 -0.5144 -0.1885 -0.2 0.0 -0.1
H 4.7331 -4.2286 -1.3310 0.1 -0.2 0.6
H -3.9418 -2.2157 0.0813 0.9 0.5 -0.9
H 0.0527 3.8485 1.6195 -0.7 -0.3 -0.1
H -2.2245 0.5292 -2.8936 -0.4 0.8 0.4
H -4.8633 -0.2161 -2.8866 0.5 0.5 -0.3
H 6.6143 -2.9218 0.4361 -0.6 -0.4 0.3
H 2.4790 2.4048 -0.9157 0.1 -0.2 0.5
H 2.3478 0.7109 -0.2102 0.1 0.3 -0.1

=====

Number 1: DFT total energy -250607.58346 eV. Number 2: DFT total energy -94690.54258 eV.